[1]
The following is a DFT calculation (ωB97M-V/def2-TZVPD) of 2 unconnected molecules or ions with the total composition C21H26BF10I2N2O10S.

* energy relative to the best compared isomer or geometry (same formula, charge and spin): 1674.3 kJ/mol
* Kohn-Sham gap: 6.85 eV
* total charge: -1
* M: 953.11 g mol⁻¹
* highest occupied orbital energy: -7.11 eV

Last column: Mulliken charge in e.
Element x y z (Å)
C  1.4548  -3.0558  -1.1011  -0.956
C  1.3711  -1.7194  -0.1434  -0.014
I  1.6779  -2.4044  1.8994  0.172
C  -0.0193  -0.8186  -0.3854  -0.977
I  -0.4054  -1.0128  -2.5242  0.080
C  0.2695  0.6854  0.1823  -0.854
C  -0.5623  1.2381  1.5308  0.888
C  -2.1071  1.7332  1.3675  -0.076
C  -2.8363  2.1610  2.8022  0.162
O  -3.8277  1.3606  3.2160  -0.528
O  -2.4897  3.3528  3.5910  -0.494
C  -0.1893  0.5846  2.9914  -1.223
C  -1.1311  -0.6730  3.4562  0.238
O  -1.9720  -1.2662  2.5635  -0.531
N  -1.1692  -1.2800  4.8648  0.004
C  -0.6748  -2.7160  4.8478  -0.486
C  -2.6511  -1.4087  5.2717  -0.724
N  0.1726  2.5963  1.6375  -0.146
C  1.0405  2.9792  0.4169  -0.223
O  1.9037  3.9958  0.4168  -0.634
C  0.6018  1.9481  -0.8376  1.771
C  -0.5218  2.8509  -1.5453  -0.669
C  -1.9444  2.1980  -1.9602  -0.479
C  -2.1863  2.0541  -3.6091  -0.572
S  -3.9105  1.3377  -3.9541  1.107
O  -4.4537  0.4779  -2.7701  -0.577
O  -4.8843  2.5080  -4.3212  -0.633
O  -3.7501  0.3793  -5.3714  -0.485
C  2.1007  1.7382  -1.5507  -0.445
O  3.2219  1.5569  -0.7957  -0.538
C  2.3782  1.7767  -3.1714  0.525
F  2.9356  3.1528  -3.4529  -0.296
F  1.1802  1.6425  -4.0229  -0.234
C  3.5714  0.7286  -3.6293  0.464
F  4.8664  1.4741  -3.4094  -0.292
F  3.5358  -0.5713  -2.8623  -0.173
C  3.5465  0.3142  -5.2134  0.744
F  3.1874  1.4029  -6.1497  -0.253
F  4.9659  -0.0711  -5.5613  -0.288
C  2.6674  -1.0778  -5.4254  0.329
O  1.3824  -1.1168  -5.8041  -0.497
O  3.3097  -2.4158  -5.2020  -0.475
H  0.4248  -3.6413  -1.1980  0.293
H  1.9871  -2.8791  -2.1379  0.075
H  2.1690  -3.8154  -0.5174  0.435
H  2.3185  -1.0542  -0.4348  0.185
H  -0.8687  -1.3719  0.1988  0.557
H  1.3476  0.5388  0.6919  0.607
H  -2.8067  0.9966  0.7822  0.209
H  -2.0715  2.7608  0.7599  0.241
H  -2.6272  4.1689  3.0234  0.358
H  -0.3438  1.4351  3.8152  0.292
H  0.9726  0.3615  3.0051  0.407
H  -0.7190  -3.2188  3.7764  0.189
H  0.3793  -2.7895  5.3513  0.140
H  -1.4093  -3.3588  5.5321  0.320
H  -3.2834  -0.4610  5.0040  0.160
H  -2.7759  -1.6216  6.4256  0.317
H  -3.1470  -2.3243  4.6921  0.321
H  -0.3840  3.3771  2.0499  0.318
H  -0.0498  3.3148  -2.5398  0.477
H  -0.7688  3.8119  -0.8791  0.434
H  -2.8045  2.9515  -1.6143  0.386
H  -2.2068  1.1844  -1.3859  0.214
H  -2.1931  3.1782  -4.0041  0.385
H  -1.3631  1.4152  -4.1393  0.148
H  -4.3695  -0.4198  -5.2545  0.377
H  2.6549  -3.0362  -4.7449  0.391
B  2.4566  -5.2246  5.4920  0.612
F  3.5800  -4.9745  6.3802  -0.408
F  2.1154  -4.0006  4.7855  -0.320
F  2.8182  -6.2541  4.5311  -0.414
F  1.3125  -5.6694  6.2710  -0.420

---

[2]
The following is a DFT calculation (ωB97M-V/def2-TZVPD) of a molecular structure, C3H28O11.

* energy relative to the best compared isomer or geometry (same formula, charge and spin): 2422.1 kJ/mol
* Kohn-Sham gap: 8.13 eV
* M: 240.25 g mol⁻¹
* highest occupied orbital energy: -8.44 eV

Last column: Mulliken charge in e.
Element x y z (Å)
O  0.4344  1.6431  -2.0033  -0.571
H  0.6134  2.2931  -1.3238  0.472
H  1.2148  1.6541  -2.5574  0.369
O  -0.3616  0.8072  2.7841  -0.737
H  -0.1463  -0.0340  2.3812  0.336
H  -1.0343  0.5977  3.4321  0.325
O  0.1056  2.5996  -0.0430  -0.530
H  0.6490  3.2433  0.4116  0.276
H  -0.6888  3.0792  -0.2778  0.306
O  -0.5298  0.1883  0.1771  -1.587
H  0.0001  0.8885  -0.2038  -2.486
H  -1.0597  0.6243  0.8444  1.499
O  -2.2516  0.9061  1.4063  -0.837
H  -2.7161  0.3180  0.8109  0.520
H  -2.2686  0.4554  2.2506  0.378
O  -2.7521  -0.1881  -0.0673  -0.524
H  -3.5077  -0.7590  -0.2064  0.309
H  -2.0496  -0.5913  -0.5774  -0.112
O  -0.3292  -1.1408  1.8660  -0.697
H  -0.7000  -2.0227  1.8346  0.327
H  -0.4143  -0.8127  0.9708  -0.344
O  -1.5645  1.4873  -1.8328  -0.568
H  -0.6215  1.6483  -1.8003  0.580
H  -1.8618  1.9593  -2.6106  0.272
O  -1.0380  -1.2559  -1.1416  -1.041
H  -0.2115  -1.1174  -1.6042  0.380
H  -1.0142  -0.6322  -0.4159  1.711
O  0.3243  -0.3399  -2.1404  -0.511
H  0.2137  0.5842  -1.9168  0.279
H  0.8254  -0.3311  -2.9560  0.206
C  2.7486  -1.3957  1.3906  -1.542
C  2.1601  -1.0221  0.0352  0.734
C  1.1503  -1.9643  -0.4240  -1.109
O  1.6706  0.3399  0.0899  -0.684
H  1.9090  -1.3533  2.0845  0.307
H  3.5360  -0.7014  1.6838  0.327
H  3.1521  -2.4040  1.4829  0.402
H  3.0691  -1.0088  -0.5661  0.475
H  1.5559  -2.9706  -0.3188  0.602
H  0.8156  -1.6971  -1.4263  -0.012
H  0.2324  -1.8634  0.1551  0.434
H  0.7406  0.2890  0.3224  2.062

---

[3]
The following is a DFT calculation (ωB97M-V/def2-TZVPD) of a molecular structure, ISr.

* energy relative to the best compared isomer or geometry (same formula, charge and spin): 249.2 kJ/mol
* Kohn-Sham gap: 8.69 eV
* total charge: +1
* M: 214.52 g mol⁻¹
* highest occupied orbital energy: -13.97 eV

Last column: Mulliken charge in e.
Element x y z (Å)
Sr  0.6259  0.4184  0.8666  1.573
I  -0.6259  -0.4184  -0.8666  -0.573